Record 1
DFT (wB97M-V/def2-TZVPD) results for C44H34BrCoN5S2 as an isolated structure.

Results
**Molecular weight**: 835.8 g/mol
**ΔE to the lowest compared entry with this formula, charge and spin**: 0.0 kJ/mol
**Kohn-Sham gap (spin up / spin down)**: 6.52 / 6.50 eV
**Expectation value of S²**: 0.763

```
! wB97M-V def2-TZVPD RIJCOSX def2/J DEFGRID3
* xyz 0 2
Co -0.98605 0.63803 -0.11709
C -3.30126 0.73301 2.07501
N -2.70332 0.14024 0.89556
C -3.24123 -0.92477 0.40286
C -2.61492 -1.54154 -0.70433
C -2.88039 -2.67593 -1.47450
C -1.84709 -2.74481 -2.41172
C -1.00604 -1.64994 -2.16559
N -1.46658 -0.92540 -1.14033
C -3.67499 2.18272 1.86851
C -3.34418 3.14582 2.81171
C -3.70531 4.47358 2.62666
C -4.37262 4.85662 1.47423
C -4.70067 3.89963 0.52022
C -4.36400 2.57000 0.72317
H -2.60229 0.67432 2.91730
H -4.19189 0.15643 2.35442
H -4.13631 -1.35945 0.85205
H -3.71511 -3.35038 -1.36265
H -1.71998 -3.48219 -3.18893
H -0.09680 -1.36749 -2.67406
H -2.78569 2.85507 3.69549
H -3.44169 5.21454 3.37010
H -4.63196 5.89614 1.31585
H -5.22408 4.19116 -0.38147
H -4.60993 1.82808 -0.02799
S 1.76175 -4.17706 2.22416
C 2.20292 -5.36412 3.36565
C 2.23676 -4.86254 4.63270
C 1.89547 -3.48679 4.67328
C 1.62039 -2.96960 3.43652
C 1.25199 -1.59102 3.10075
C 0.50216 -1.30600 1.93724
N 0.13745 -0.09272 1.60370
C 0.48733 0.93712 2.39697
C 1.23987 0.77541 3.56349
C 1.60422 1.93850 4.32540
C 1.24713 3.17554 3.91857
C 0.48063 3.37086 2.71721
C 0.13250 4.63495 2.21880
C -0.58444 4.73708 1.04762
C -0.96267 3.54503 0.40021
N -0.63589 2.35111 0.84013
C 0.08818 2.25261 1.97720
C -0.96883 6.02034 0.45288
C -1.13412 6.30738 -0.87180
C -1.51612 7.65578 -1.10071
C -1.63332 8.36640 0.05329
S -1.28435 7.40605 1.42379
C 1.62390 -0.53125 3.90110
H 2.41503 -6.37069 3.04383
H 2.48702 -5.45122 5.50264
H 1.83613 -2.90887 5.58506
H 0.19763 -2.09549 1.25799
H 2.18565 1.80344 5.22918
H 1.53930 4.04831 4.48927
H 0.45357 5.52593 2.74664
H -1.55519 3.58179 -0.50598
H -0.96170 5.58511 -1.65752
H -1.68696 8.07741 -2.08005
H -1.90589 9.40231 0.17125
H 2.23090 -0.69670 4.78358
C 4.98543 -5.40272 -1.14825
C 3.94380 -4.33173 -0.99207
C 2.63449 -4.52348 -1.41576
C 1.69963 -3.51677 -1.22449
N 1.98269 -2.35365 -0.64159
C 3.23893 -2.16756 -0.24606
C 4.24183 -3.11220 -0.39735
H 4.76957 -6.04140 -2.00400
H 5.01454 -6.03700 -0.25958
H 5.97778 -4.97204 -1.27822
H 2.34097 -5.44788 -1.89848
H 0.67254 -3.64393 -1.54969
H 3.45383 -1.21044 0.21946
H 5.24620 -2.89568 -0.05374
Br 3.92774 2.43632 -4.23864
C 2.53848 1.89399 -3.05407
C 1.23088 1.86046 -3.50161
C 0.23004 1.45840 -2.62174
C 0.48623 1.08811 -1.29562
C 1.82570 1.14833 -0.89963
C 2.85020 1.53733 -1.75405
H 0.99733 2.13591 -4.52208
H -0.78726 1.41602 -3.00245
H 2.10242 0.86995 0.11422
H 3.87907 1.56126 -1.41667
*
```

Mulliken analysis output, partial charges in e: -0.576, -1.376, 0.082, 0.191, -0.042, -1.226, -0.794, -0.709, 0.526, 0.558, -0.125, -0.740, -0.364, -0.822, -0.258, 0.218, 0.651, 0.440, 0.493, 0.505, 0.607, 0.354, 0.413, 0.416, 0.416, 0.401, 0.188, -0.517, -0.572, -0.690, 0.330, 0.938, -1.479, 0.618, -0.529, 0.990, -1.128, -1.137, 0.940, -0.844, 0.586, -1.122, 1.274, -0.624, 0.201, -0.601, -0.571, -0.492, -0.067, -1.166, 0.427, 0.405, 0.430, 0.780, 0.474, 0.483, 0.524, 0.407, 0.573, 0.404, 0.448, 0.479, -1.480, 1.106, -0.832, -0.219, 0.181, -0.144, -0.963, 0.383, 0.254, 0.389, 0.408, 0.176, 0.352, 0.397, -0.244, -0.115, -0.552, 0.008, -0.039, 0.355, -0.684, 0.465, 0.436, 0.318, 0.446

***

Record 2
DFT (wB97M-V/def2-TZVPD) results for C44H34F5IMnN6O2S2 as an isolated structure at a distorted geometry.

Results
**Molecular weight**: 1019.8 g/mol
**ΔE to the lowest compared entry with this formula, charge and spin**: 0.0 kJ/mol
**Kohn-Sham gap (spin up / spin down)**: 5.64 / 5.72 eV
**Expectation value of S²**: 8.758

```
! wB97M-V def2-TZVPD RIJCOSX def2/J DEFGRID3
* xyz 0 6
Mn 11.80031 11.66209 15.12154
C 13.31934 16.07053 14.99373
C 11.82186 16.04243 15.00999
N 11.09873 17.12455 14.80559
C 9.76558 16.98416 14.81744
C 9.09688 15.80177 15.08018
C 7.57155 15.89524 15.05898
O 6.93108 15.49071 16.28164
C 9.83781 14.62440 15.42827
C 9.09767 13.40796 15.73165
N 9.58782 12.17735 15.76478
C 8.68383 11.12116 15.85376
C 7.45558 11.14802 15.17377
C 6.65447 10.00559 15.10918
C 6.94916 8.87341 15.85899
C 8.12491 8.86524 16.62760
C 8.99700 9.94921 16.59554
I 10.77075 9.82416 17.71587
C 11.28690 14.71969 15.39293
O 12.14116 13.79003 15.67930
H 13.70159 17.04051 14.69563
H 13.67333 15.29744 14.32711
H 13.68759 15.78077 15.96339
H 9.21059 17.90390 14.60679
H 7.15848 15.23292 14.29215
H 7.29328 16.91334 14.75632
H 7.10382 16.14031 16.96768
H 8.05111 13.60520 16.00368
H 7.17163 12.07355 14.66648
H 5.74873 10.01875 14.50717
H 6.30670 7.99565 15.86723
H 8.40100 7.98531 17.22577
S 13.98389 11.80200 13.15739
C 13.63482 12.95780 11.98065
N 14.61854 13.41413 11.14192
C 14.42409 14.59570 10.28330
C 13.01826 14.59457 9.72513
N 12.02278 14.42481 10.79049
C 10.84897 15.26754 10.73756
C 9.72401 14.77531 9.86249
C 9.35237 15.56007 8.75800
C 8.35094 15.13035 7.89640
C 7.69276 13.91062 8.09081
C 8.09237 13.11131 9.17340
C 9.12404 13.52539 10.01471
C 12.23251 13.51857 11.80913
S 10.93986 13.10284 12.83717
C 15.80949 12.62266 10.87666
C 15.66059 11.67392 9.70711
C 16.46440 11.84572 8.57646
C 16.24062 11.11208 7.40372
C 15.25546 10.12203 7.36617
C 14.46557 9.92550 8.51653
C 14.67024 10.68274 9.66428
H 15.10790 14.56736 9.43244
H 14.63004 15.51276 10.86729
H 12.86819 13.80115 8.98406
H 12.83175 15.53639 9.22568
H 11.15791 16.24234 10.32028
H 10.53954 15.37922 11.78920
H 9.85935 16.49704 8.52676
H 8.08846 15.76760 7.05129
H 6.87975 13.59101 7.45100
H 7.61788 12.13437 9.37021
H 9.46574 12.87034 10.81212
H 16.00702 12.06416 11.79309
H 16.63026 13.30662 10.64140
H 17.24893 12.59357 8.57162
H 16.86376 11.31510 6.53831
H 15.09425 9.50846 6.49334
H 13.64981 9.19691 8.50601
H 14.07067 10.48234 10.55772
N 10.46637 5.94830 10.95328
C 10.69611 6.80438 11.68637
C 10.93316 7.88922 12.55754
C 10.00555 8.93446 12.59642
C 10.29046 10.00559 13.39141
N 11.36978 10.01146 14.21689
C 12.16367 8.90392 14.30864
C 12.02812 7.87505 13.41866
H 9.11317 8.89173 11.96738
H 9.67008 10.90903 13.33864
H 12.95629 8.86204 15.06408
H 12.71639 7.03456 13.39496
F 12.33696 12.87031 18.07998
C 13.44580 12.21312 17.69616
C 13.52850 11.44578 16.52944
C 14.73616 10.77070 16.31460
F 14.92248 9.95243 15.23908
C 15.80334 10.84444 17.20542
F 16.87335 10.05040 17.00466
C 15.71002 11.67287 18.33024
F 16.72738 11.74888 19.20339
C 14.52159 12.35547 18.56640
F 14.37333 13.19464 19.63096
*
```

Mulliken analysis output, partial charges in e: 0.555, -1.094, 0.736, -0.740, -1.028, 1.137, -1.031, -0.557, 0.422, -1.307, 0.298, -0.077, -0.203, -0.832, -0.668, -0.360, -0.010, 0.216, -0.249, -0.445, 0.367, 0.095, 0.291, 0.309, 0.247, 0.420, 0.338, 1.339, 0.467, 0.393, 0.403, 0.364, -0.172, 0.082, 0.337, -0.876, -0.571, 0.384, -1.205, 0.956, -0.599, -0.564, -0.477, -0.763, 0.199, -0.116, -0.414, -1.693, 0.661, -0.394, -0.637, -0.453, -0.729, 0.088, 0.471, 0.260, 0.273, 0.475, 0.532, 0.166, 0.325, 0.356, 0.403, 0.366, 0.165, 0.528, 0.533, 0.363, 0.375, 0.397, 0.402, 0.425, -0.486, -0.306, 0.830, -1.093, -0.180, 1.414, -0.574, -0.824, 0.554, 0.316, 0.325, 0.557, -0.346, 0.745, -0.493, 0.165, -0.429, 0.200, -0.315, 0.521, -0.313, 0.396, -0.321

***

Record 3
DFT (wB97M-V/def2-TZVPD) results for C44H34F5IMnN6O2S2 as an isolated structure at a distorted geometry.

Results
**Molecular weight**: 1019.8 g/mol
**ΔE to the lowest compared entry with this formula, charge and spin**: 120.7 kJ/mol
**Kohn-Sham gap (spin up / spin down)**: 6.15 / 6.31 eV
**Expectation value of S²**: 8.756

```
! wB97M-V def2-TZVPD RIJCOSX def2/J DEFGRID3
* xyz 0 6
Mn -0.53508 -0.29627 -2.35151
C 3.41234 -2.24335 -3.66996
C 3.12705 -0.88863 -4.15791
N 3.95432 -0.47853 -5.08776
C 3.77177 0.75243 -5.56087
C 2.61686 1.56156 -5.35879
C 2.35453 2.80936 -6.17226
O 2.33918 3.97732 -5.29126
C 1.81541 1.19855 -4.23288
C 0.76351 2.08100 -3.71058
N -0.07256 1.78558 -2.74330
C -0.92561 2.84504 -2.26381
C -1.70528 3.58637 -3.22172
C -2.48912 4.68819 -2.78098
C -2.50339 5.04476 -1.44374
C -1.77656 4.28489 -0.52133
C -0.91497 3.25591 -0.90276
I 0.30143 2.35444 0.51343
C 2.05344 -0.08603 -3.67685
O 1.51669 -0.66540 -2.61786
H 2.46326 -2.68852 -3.25877
H 4.18825 -2.21943 -2.89941
H 3.80725 -2.83410 -4.52217
H 4.49658 0.99582 -6.34628
H 1.41778 2.71483 -6.73946
H 3.11618 2.84362 -6.98118
H 2.24803 4.76770 -5.82254
H 0.68532 3.07223 -4.18020
H -1.55808 3.41439 -4.29856
H -3.15885 5.23768 -3.43572
H -2.99589 5.94471 -1.11111
H -1.85955 4.56800 0.50447
S 3.10586 0.16999 1.64920
C 2.37322 -0.92306 2.71210
N 2.91935 -1.32259 3.90321
C 2.39459 -2.47872 4.66307
C 0.89359 -2.54936 4.51603
N 0.52531 -2.53804 3.10454
C -0.82964 -3.14432 2.83942
C -1.94115 -2.59458 3.69212
C -2.58657 -3.38308 4.66753
C -3.68441 -2.88182 5.33387
C -4.13727 -1.59432 5.07070
C -3.42289 -0.74988 4.24023
C -2.33411 -1.25495 3.54637
C 1.15397 -1.70136 2.20463
S 0.57230 -1.52747 0.61939
C 4.23937 -0.76906 4.35480
C 4.23284 0.58986 4.97061
C 5.12743 0.89090 6.00350
C 5.08486 2.08927 6.73863
C 4.11617 3.04891 6.41405
C 3.25546 2.79373 5.37360
C 3.24706 1.56986 4.66619
H 2.74046 -2.38217 5.71158
H 2.88091 -3.44807 4.31936
H 0.46967 -1.63449 5.05094
H 0.46324 -3.45895 4.98364
H -0.74172 -4.26037 3.08397
H -1.04836 -3.02978 1.78276
H -2.27614 -4.39343 4.87903
H -4.19648 -3.53630 6.09344
H -4.91882 -1.17446 5.68172
H -3.70955 0.30279 4.24778
H -1.76011 -0.60340 2.92618
H 4.91735 -0.78955 3.47210
H 4.59245 -1.43974 5.13940
H 5.93694 0.22408 6.23650
H 5.81188 2.33508 7.52868
H 4.21430 4.06790 6.76722
H 2.57932 3.57726 5.01514
H 2.55191 1.39556 3.86379
N -7.65569 0.11032 0.39207
C -6.55713 0.30210 0.05157
C -5.17463 0.30574 -0.44291
C -4.82941 0.86116 -1.69211
C -3.49000 0.69035 -2.07151
N -2.52540 0.15235 -1.28493
C -2.84688 -0.12464 -0.03114
C -4.15883 -0.09156 0.43643
H -5.55584 1.31334 -2.34610
H -3.20492 1.01399 -3.05792
H -2.02605 -0.45782 0.60340
H -4.34490 -0.41667 1.46795
F -1.57498 0.28141 -5.21998
C -1.66377 -1.09386 -5.07560
C -1.53122 -1.55436 -3.76910
C -1.73809 -2.92492 -3.57631
F -1.72990 -3.48960 -2.37898
C -2.03294 -3.78277 -4.63600
F -2.29213 -5.09461 -4.47091
C -1.98131 -3.30398 -5.97098
F -2.05348 -4.15673 -7.04325
C -1.86845 -1.95166 -6.18595
F -1.93083 -1.46364 -7.42110
*
```

Mulliken analysis output, partial charges in e: 0.729, -1.175, 0.751, -0.612, -0.823, 0.423, -0.752, -0.532, 0.305, -0.669, 0.317, -0.091, 0.037, -0.928, -0.671, -0.535, -0.162, 0.226, 0.563, -0.972, 0.218, 0.229, 0.405, 0.348, 0.318, 0.387, 0.290, 0.934, 0.485, 0.376, 0.412, 0.479, -0.020, 0.167, 0.432, -0.805, -0.601, 0.144, -1.440, 0.498, -0.451, -0.563, -0.384, -0.827, -0.087, -0.414, -0.049, -1.687, 1.111, -0.473, -0.557, -0.506, -0.590, -0.194, 0.501, 0.290, 0.251, 0.417, 0.355, 0.500, 0.385, 0.317, 0.370, 0.432, 0.768, 0.404, 0.509, 0.358, 0.333, 0.345, 0.342, 0.410, -0.475, -0.264, 0.761, -0.892, -0.484, 0.457, -0.037, -0.399, 0.495, 0.403, -0.156, 0.416, -0.298, 0.517, -0.423, 0.606, -0.306, 0.204, -0.310, 0.639, -0.309, -0.138, -0.307

***

Look up the expectation value of S² of the first one.
0.763